91
Properties=species:S:1:pos:R:3 method="wB97M-V/def2-TZVPD" lumo_energy_ev=-2.47 fmax_ev_per_a=9.75 e_homo_ev=-9.11 orbital_gap_ev=6.636
H -3.5035 1.5131 2.5980
H -6.6186 -6.6405 3.9275
C -6.2702 -5.9305 3.1846
C 0.6201 2.5019 2.7443
H 1.2016 0.8042 -0.1347
C -0.9337 0.6545 -3.2643
F -3.6603 -1.8889 -0.3581
C 5.7611 -1.5774 -2.7848
F -0.2710 3.3399 3.2905
H -4.2420 1.6481 -4.3538
H -7.1112 -4.5826 0.1774
H 2.4338 0.3671 -3.5666
H 8.4239 -3.5792 -0.9757
H -5.4501 5.3451 -7.4419
H 3.1903 0.0865 1.1694
C -5.1830 4.5319 -6.7713
H 4.7778 -5.8661 -0.0708
H -7.2236 4.1139 -6.1912
H -3.6571 -3.8288 2.6352
F -1.9648 1.3396 -3.7763
H 1.4569 4.7438 4.5731
C 3.4365 6.6959 7.2785
H -4.9587 -3.4000 0.5500
C -6.0791 0.6599 0.5388
H -6.0431 -0.9889 -0.8596
F -6.7788 2.1689 -4.5304
H 10.3194 -5.1992 -3.1101
F -4.3623 -5.4919 4.4995
C -4.0635 0.9631 1.8458
C 4.0099 5.5908 6.6496
C 1.4209 6.3926 5.9715
C 6.5150 -3.0040 -2.4931
O 7.2475 -5.7200 -0.0548
C -4.4930 2.4536 -5.0363
H 1.8713 2.4936 4.4870
C 9.3379 -5.2101 -2.4590
C -1.1643 -0.2829 -2.2637
C 2.1406 7.0935 6.9403
C 1.7336 2.1124 3.4805
H -2.4880 -0.4704 1.4725
C -5.3278 -4.1054 1.2907
H 3.5289 0.9191 3.4841
C 8.8212 -3.6669 -2.0731
C -3.4985 3.1275 -5.7451
H 5.0120 5.2623 6.9052
C 2.6590 1.2358 2.9141
H 3.9965 7.2458 8.0307
C 1.3477 1.1674 0.8797
C 3.2867 4.9021 5.6820
H 0.4109 6.7015 5.7128
C -3.8452 4.1684 -6.6100
H 9.7913 -2.9750 -2.1261
C 1.9988 5.2946 5.3348
C -5.3594 1.3608 1.5076
C -4.5937 -4.3449 2.4521
C -7.0101 -5.6828 2.0284
O 4.5136 -1.5226 -2.0068
C 0.4168 2.0351 1.4504
C 4.3475 -2.7923 -1.2538
C -5.0702 -5.2575 3.3867
H 8.4473 -5.6980 -3.0865
C 1.2016 -0.7653 -2.2042
H -0.2635 -1.7419 -0.9584
O 7.8127 -3.3284 -3.1061
H -3.0688 4.6968 -7.1592
C 0.3504 0.8924 -3.7419
C -4.2133 -0.8307 0.2493
H -2.4561 2.8437 -5.6240
P 5.9213 -5.5302 -0.8939
C 2.4659 0.7667 1.6124
H 1.6920 7.9528 7.4343
C -0.0916 -1.0005 -1.7350
H 2.0395 -1.3216 -1.7893
H -2.1749 -0.4467 -1.9043
C -3.4901 -0.1419 1.2168
H 5.9074 -6.4251 -2.0360
C 5.6324 -3.7676 -1.5697
O 6.3164 -0.7368 -3.6612
C -5.8235 2.8197 -5.2076
C 1.4250 0.1829 -3.2056
C -6.5359 -4.7721 1.0811
H -5.8080 2.2200 2.0016
H -7.9534 -6.1980 1.8647
C -5.5012 -0.4382 -0.0979
H 0.5036 1.6267 -4.5260
H 9.4367 -5.8391 -1.4765
F 3.8397 3.8438 5.0746
H -7.0891 0.9688 0.2801
H -0.4626 2.3498 0.8984
C -6.1781 3.8504 -6.0709
O 3.3134 -3.0578 -0.4208